[1]
{"formula": "C21H48N2O8P", "method": "ωB97M-V/def2-TZVPD", "species": ["C", "C", "O", "P", "O", "C", "C", "N", "N", "O", "C", "C", "H", "H", "H", "H", "H", "H", "H", "H", "H", "H", "H", "H", "H", "H", "H", "H", "H", "H", "C", "C", "O", "C", "H", "H", "H", "H", "H", "H", "C", "C", "O", "C", "H", "H", "H", "H", "H", "H", "C", "C", "O", "C", "H", "H", "H", "H", "H", "H", "C", "C", "O", "C", "H", "H", "H", "H", "H", "H", "C", "C", "O", "C", "H", "H", "H", "H", "H", "H"], "positions_angstrom": [[-3.862, 4.897, -3.256], [-3.056, 4.427, -2.064], [-1.625, 4.623, -2.247], [-0.759, 3.888, -3.354], [-0.364, 4.694, -4.502], [0.748, 3.392, -2.419], [0.712, 3.562, -0.907], [1.323, 2.394, -0.155], [0.840, 1.078, -0.412], [-1.567, 2.584, -3.749], [-1.708, 1.396, -2.955], [-2.976, 0.684, -3.364], [-3.469, 5.823, -3.672], [-4.882, 5.089, -2.921], [-3.901, 4.136, -4.034], [-3.292, 4.980, -1.158], [-3.242, 3.371, -1.863], [1.492, 4.062, -2.850], [1.032, 2.381, -2.720], [-0.296, 3.693, -0.513], [1.301, 4.422, -0.587], [2.335, 2.371, -0.296], [1.190, 2.558, 0.846], [-0.175, 1.078, -0.404], [1.214, 0.742, -1.289], [-0.832, 0.765, -3.136], [-1.748, 1.663, -1.892], [-3.825, 1.365, -3.321], [-2.890, 0.288, -4.374], [-3.173, -0.145, -2.682], [-1.715, -1.047, 3.471], [-1.643, -0.774, 2.001], [-2.389, -0.009, 1.424], [-0.529, -1.450, 1.235], [-2.533, -0.496, 3.929], [-1.846, -2.116, 3.647], [-0.770, -0.771, 3.942], [-0.549, -2.538, 1.311], [0.438, -1.123, 1.625], [-0.630, -1.156, 0.192], [2.721, -1.756, 3.905], [1.633, -2.401, 4.727], [0.820, -1.750, 5.344], [1.601, -3.908, 4.705], [2.683, -0.673, 4.011], [3.697, -2.120, 4.231], [2.590, -2.052, 2.862], [2.544, -4.305, 5.088], [1.507, -4.256, 3.674], [0.775, -4.272, 5.312], [-1.669, 9.191, -3.305], [-2.737, 9.484, -4.333], [-3.660, 10.221, -4.081], [-2.602, 8.815, -5.678], [-1.897, 9.735, -2.392], [-1.631, 8.121, -3.087], [-0.687, 9.490, -3.676], [-2.612, 7.729, -5.570], [-1.654, 9.085, -6.146], [-3.426, 9.123, -6.317], [4.522, -3.894, -0.153], [3.382, -4.441, 0.669], [2.640, -3.706, 1.289], [3.215, -5.933, 0.695], [4.547, -2.809, -0.089], [5.468, -4.305, 0.204], [4.414, -4.205, -1.194], [4.119, -6.406, 1.083], [3.068, -6.312, -0.318], [2.375, -6.217, 1.319], [1.966, -8.451, 4.938], [1.456, -8.749, 3.550], [1.968, -8.263, 2.567], [0.278, -9.684, 3.452], [2.813, -7.771, 4.887], [1.171, -8.009, 5.542], [2.266, -9.376, 5.433], [-0.568, -9.280, 4.011], [0.528, -10.647, 3.902], [0.000, -9.826, 2.411]], "homo_lumo_gap_ev": 7.6, "total_energy_ha": -1881.53524, "charge": 1}


[2]
{"formula": "C21H48O8S3", "method": "ωB97M-V/def2-TZVPD", "species": ["C", "S", "O", "C", "H", "H", "H", "H", "H", "H", "C", "S", "O", "C", "H", "H", "H", "H", "H", "H", "C", "S", "O", "C", "H", "H", "H", "H", "H", "H", "C", "C", "O", "C", "H", "H", "H", "H", "H", "H", "C", "C", "O", "C", "H", "H", "H", "H", "H", "H", "C", "C", "O", "C", "H", "H", "H", "H", "H", "H", "C", "C", "O", "C", "H", "H", "H", "H", "H", "H", "C", "C", "O", "C", "H", "H", "H", "H", "H", "H"], "positions_angstrom": [[15.791, 13.137, 23.254], [17.227, 12.169, 22.570], [17.250, 12.825, 21.210], [18.421, 13.179, 23.503], [15.610, 12.812, 24.279], [14.893, 13.103, 22.637], [15.959, 14.213, 23.300], [18.331, 14.205, 23.147], [19.438, 12.957, 23.181], [18.146, 13.097, 24.555], [15.923, 15.836, 18.893], [15.253, 16.529, 17.325], [13.761, 16.412, 17.416], [15.503, 18.398, 17.617], [15.906, 14.749, 18.821], [15.332, 16.225, 19.723], [16.954, 16.093, 19.137], [15.310, 19.029, 16.749], [16.554, 18.535, 17.872], [14.960, 18.637, 18.531], [10.441, 14.071, 20.319], [11.930, 13.506, 21.249], [11.599, 12.001, 21.470], [13.020, 13.571, 19.711], [9.528, 13.699, 20.785], [10.408, 13.747, 19.278], [10.337, 15.153, 20.392], [14.018, 13.349, 20.089], [13.104, 14.559, 19.257], [12.905, 12.785, 18.965], [11.344, 19.776, 16.987], [10.622, 19.208, 18.201], [9.907, 19.855, 18.939], [10.998, 17.709, 18.520], [11.308, 19.093, 16.139], [12.353, 19.886, 17.384], [10.980, 20.777, 16.753], [11.984, 17.412, 18.163], [10.362, 17.019, 17.965], [10.882, 17.615, 19.599], [9.097, 10.855, 18.768], [8.349, 9.630, 19.192], [8.678, 8.475, 18.821], [7.083, 9.857, 20.004], [9.868, 10.654, 18.024], [9.519, 11.349, 19.644], [8.294, 11.486, 18.389], [6.423, 10.201, 19.209], [7.286, 10.588, 20.787], [6.710, 8.928, 20.436], [6.467, 13.464, 24.598], [6.980, 13.880, 23.198], [8.223, 13.901, 23.005], [5.889, 14.547, 22.293], [6.331, 14.324, 25.255], [7.087, 12.783, 25.182], [5.579, 12.840, 24.500], [5.573, 15.518, 22.673], [4.989, 13.962, 22.105], [6.410, 14.720, 21.351], [12.915, 13.830, 15.505], [11.991, 12.630, 15.815], [12.421, 11.650, 16.477], [10.508, 12.930, 15.684], [13.259, 13.653, 14.486], [13.730, 13.979, 16.213], [12.383, 14.780, 15.526], [10.314, 13.444, 14.743], [10.040, 13.448, 16.520], [10.108, 11.916, 15.684], [14.279, 9.868, 21.641], [14.991, 9.627, 20.330], [15.759, 8.722, 20.218], [14.912, 10.623, 19.194], [13.835, 10.857, 21.754], [15.029, 9.726, 22.420], [13.513, 9.130, 21.879], [14.060, 10.458, 18.534], [15.828, 10.632, 18.603], [14.956, 11.581, 19.712]], "homo_lumo_gap_ev": 9.1, "de_lowest_ev": 0.0000, "total_energy_ha": -2625.21651, "charge": 0}


[3]
{"formula": "C21H49AsF6FeN7O7", "method": "ωB97M-V/def2-TZVPD", "species": ["Fe", "As", "F", "F", "F", "F", "F", "F", "C", "O", "N", "C", "C", "H", "H", "H", "H", "H", "H", "H", "C", "O", "N", "C", "C", "H", "H", "H", "H", "H", "H", "H", "C", "O", "N", "C", "C", "H", "H", "H", "H", "H", "H", "H", "C", "O", "N", "C", "C", "H", "H", "H", "H", "H", "H", "H", "C", "O", "N", "C", "C", "H", "H", "H", "H", "H", "H", "H", "C", "O", "N", "C", "C", "H", "H", "H", "H", "H", "H", "H", "C", "O", "N", "C", "C", "H", "H", "H", "H", "H", "H", "H"], "positions_angstrom": [[0.377, 0.235, 0.662], [3.182, -1.279, -3.378], [3.024, -2.501, -2.024], [4.950, -0.970, -3.002], [3.305, -0.119, -4.788], [1.430, -1.433, -3.803], [2.703, -0.082, -2.169], [3.727, -2.558, -4.479], [0.129, -1.253, 3.593], [0.146, -0.647, 2.525], [-0.700, -0.900, 4.620], [-0.342, -1.316, 5.970], [-1.662, 0.174, 4.480], [0.844, -2.037, 3.889], [0.429, -2.084, 6.022], [-1.184, -1.781, 6.483], [0.031, -0.459, 6.531], [-1.236, 1.170, 4.357], [-2.266, 0.078, 3.578], [-2.493, 0.038, 5.171], [-2.719, 1.347, 1.155], [-1.648, 0.765, 0.904], [-2.913, 2.379, 2.001], [-4.298, 2.832, 2.349], [-1.851, 3.272, 2.412], [-3.676, 0.881, 0.874], [-4.474, 3.774, 1.830], [-4.376, 3.019, 3.420], [-5.103, 2.123, 2.156], [-0.906, 3.014, 1.934], [-2.030, 4.321, 2.177], [-1.644, 3.331, 3.480], [1.782, 2.839, 1.823], [1.042, 1.857, 1.623], [2.493, 3.530, 0.906], [3.241, 4.759, 1.163], [2.756, 3.022, -0.415], [1.744, 3.428, 2.752], [4.305, 4.628, 0.962], [2.970, 5.206, 2.120], [3.025, 5.566, 0.463], [2.449, 2.006, -0.665], [2.484, 3.817, -1.109], [3.825, 2.823, -0.482], [0.146, 1.520, -2.475], [0.220, 1.243, -1.280], [-1.033, 1.825, -3.130], [-1.043, 1.984, -4.619], [-2.378, 1.805, -2.523], [1.000, 1.446, -3.166], [-1.432, 1.070, -5.068], [-0.026, 2.120, -4.987], [-1.667, 2.824, -4.923], [-3.032, 0.995, -2.848], [-2.360, 1.689, -1.440], [-2.855, 2.778, -2.637], [-3.322, -3.699, -4.161], [-4.396, -4.142, -4.513], [-2.970, -2.404, -4.445], [-1.599, -1.875, -4.130], [-3.869, -1.596, -5.219], [-2.519, -4.307, -3.718], [-0.847, -2.647, -3.963], [-1.472, -1.242, -3.252], [-1.246, -1.271, -4.965], [-4.144, -0.776, -4.555], [-3.333, -1.161, -6.063], [-4.738, -2.105, -5.636], [-0.015, -2.672, -0.601], [0.090, -1.408, -0.419], [-1.106, -3.392, -0.241], [-2.282, -2.753, 0.420], [-1.230, -4.834, -0.319], [0.706, -3.352, -1.079], [-3.256, -3.099, 0.074], [-2.244, -1.681, 0.227], [-2.403, -2.966, 1.483], [-0.518, -5.225, -1.046], [-1.175, -5.297, 0.666], [-2.204, -5.010, -0.775], [3.698, -0.524, 0.931], [2.480, -0.245, 0.868], [4.349, -0.694, 2.102], [5.741, -1.144, 2.060], [3.798, -0.508, 3.463], [4.391, -0.781, 0.114], [5.733, -2.115, 2.557], [6.479, -0.493, 2.529], [6.111, -1.289, 1.045], [2.804, -0.068, 3.386], [3.685, -1.421, 4.048], [4.408, 0.077, 4.152]], "homo_lumo_gap_ev": [8.6, 8.4], "s2": 6.008, "total_energy_ha": -5838.15605, "spin_multiplicity": 5, "charge": 1}


[4]
{"formula": "C21H49GeN2OSi5V", "method": "ωB97M-V/def2-TZVPD", "species": ["V", "C", "Si", "C", "C", "N", "C", "C", "C", "C", "C", "C", "N", "Si", "C", "C", "C", "H", "H", "H", "H", "H", "H", "H", "H", "H", "H", "H", "H", "H", "H", "H", "H", "H", "H", "H", "H", "H", "H", "C", "Si", "C", "C", "Ge", "Si", "C", "C", "C", "Si", "C", "C", "C", "H", "H", "H", "H", "H", "H", "H", "H", "H", "H", "H", "H", "H", "H", "H", "H", "H", "H", "H", "H", "H", "H", "H", "H", "H", "H", "H", "O"], "positions_angstrom": [[-0.444, 0.273, 0.969], [0.369, -0.839, -2.243], [-0.020, -2.160, -0.977], [-0.705, -3.672, -1.839], [1.540, -2.699, -0.091], [-1.051, -1.357, 0.190], [-2.054, -1.884, 1.020], [-2.504, -3.201, 1.009], [-3.494, -3.623, 1.887], [-4.024, -2.738, 2.811], [-3.571, -1.426, 2.848], [-2.609, -0.976, 1.950], [-2.118, 0.349, 1.890], [-2.748, 1.601, 2.945], [-2.074, 3.231, 2.329], [-4.609, 1.768, 2.816], [-2.251, 1.300, 4.731], [1.135, -1.167, -2.950], [0.749, 0.063, -1.749], [-0.523, -0.551, -2.803], [0.017, -3.949, -2.612], [-1.667, -3.502, -2.326], [-0.797, -4.524, -1.167], [2.295, -3.082, -0.784], [1.299, -3.498, 0.615], [1.979, -1.886, 0.490], [-2.091, -3.904, 0.303], [-3.841, -4.647, 1.847], [-4.786, -3.062, 3.508], [-3.980, -0.750, 3.586], [-2.672, 3.564, 1.483], [-1.032, 3.209, 2.018], [-2.171, 3.989, 3.111], [-4.911, 1.803, 1.767], [-4.899, 2.717, 3.276], [-5.175, 0.975, 3.302], [-1.180, 1.107, 4.807], [-2.768, 0.444, 5.167], [-2.482, 2.174, 5.345], [1.043, 5.116, -2.003], [-0.196, 3.867, -1.328], [-0.926, 2.812, -2.698], [-1.614, 4.886, -0.647], [1.065, 2.407, 0.112], [2.945, 1.878, -1.307], [3.750, 0.225, -0.951], [4.213, 3.236, -0.992], [2.593, 1.895, -3.155], [2.115, 3.017, 2.184], [2.829, 4.743, 1.967], [1.046, 2.998, 3.715], [3.472, 1.755, 2.470], [0.539, 5.780, -2.711], [1.884, 4.653, -2.519], [1.444, 5.735, -1.196], [-1.419, 3.466, -3.424], [-1.687, 2.142, -2.291], [-0.195, 2.206, -3.228], [-1.873, 5.610, -1.426], [-1.370, 5.438, 0.261], [-2.502, 4.281, -0.459], [4.007, 0.087, 0.100], [4.670, 0.168, -1.542], [3.113, -0.607, -1.255], [4.603, 3.204, 0.024], [3.820, 4.238, -1.171], [5.053, 3.081, -1.676], [1.893, 1.119, -3.459], [3.543, 1.693, -3.661], [2.221, 2.851, -3.522], [2.027, 5.473, 1.829], [3.496, 4.812, 1.106], [3.393, 5.031, 2.859], [0.345, 3.828, 3.773], [1.719, 3.072, 4.576], [0.498, 2.060, 3.796], [4.253, 1.784, 1.711], [3.050, 0.749, 2.500], [3.937, 1.953, 3.440], [0.740, -0.021, 1.970]], "homo_lumo_gap_ev": [5.5, 7.4], "de_lowest_ev": 1.5533, "total_energy_ha": -5482.91981, "charge": 0}


[5]
{"formula": "C21H50AgBN8O10P3", "method": "ωB97M-V/def2-TZVPD", "species": ["Ag", "C", "N", "C", "P", "O", "O", "P", "O", "N", "C", "C", "N", "C", "C", "N", "C", "C", "H", "H", "H", "H", "H", "H", "H", "H", "H", "H", "H", "H", "H", "H", "H", "H", "H", "H", "H", "H", "H", "H", "H", "H", "C", "C", "C", "C", "C", "C", "C", "C", "O", "B", "O", "C", "C", "H", "H", "H", "H", "H", "H", "H", "H", "H", "H", "H", "H", "N", "C", "P", "O", "O", "C", "N", "H", "H", "H", "H", "H", "H", "H", "H", "H", "H", "N", "C", "N", "O", "H", "H", "H", "H", "O", "O"], "positions_angstrom": [[-0.046, -0.086, 1.182], [2.404, -4.706, 1.927], [2.902, -3.621, 2.780], [4.228, -3.828, 3.355], [2.333, -2.106, 2.616], [1.073, -2.074, 1.834], [2.132, -1.610, 4.157], [0.863, -0.684, 4.559], [0.787, 0.497, 3.644], [1.212, -0.385, 6.133], [2.570, -0.241, 6.649], [0.212, 0.401, 6.863], [-0.488, -1.582, 4.552], [-1.531, -1.446, 3.534], [-0.412, -2.915, 5.170], [3.517, -1.094, 2.066], [4.148, -0.080, 2.905], [3.402, -0.699, 0.653], [3.155, -4.979, 1.181], [1.496, -4.399, 1.416], [2.186, -5.586, 2.536], [4.972, -4.003, 2.573], [4.210, -4.691, 4.023], [4.542, -2.962, 3.937], [3.266, -0.852, 6.080], [2.594, -0.577, 7.686], [2.908, 0.801, 6.623], [-0.769, 0.310, 6.397], [0.490, 1.459, 6.891], [0.134, 0.039, 7.889], [-1.625, -0.406, 3.216], [-2.481, -1.749, 3.979], [-1.331, -2.088, 2.674], [0.320, -2.933, 5.974], [-0.145, -3.671, 4.425], [-1.387, -3.163, 5.589], [4.258, -0.427, 3.928], [3.568, 0.852, 2.919], [5.141, 0.135, 2.512], [3.055, -1.527, 0.037], [4.384, -0.391, 0.295], [2.708, 0.135, 0.517], [-0.316, 1.535, -9.004], [-1.441, 1.643, -7.965], [-1.554, 3.103, -7.523], [-2.772, 1.235, -8.614], [-1.126, 0.710, -6.792], [-1.129, -0.674, -6.997], [-0.828, -1.591, -5.991], [-0.519, -1.073, -4.758], [-0.185, -1.742, -3.593], [-0.023, -0.724, -2.668], [-0.190, 0.540, -3.215], [-0.511, 0.288, -4.537], [-0.807, 1.202, -5.521], [-0.540, 2.162, -9.872], [-0.194, 0.507, -9.351], [0.636, 1.863, -8.580], [-1.825, 3.721, -8.382], [-0.608, 3.485, -7.131], [-2.326, 3.234, -6.760], [-3.034, 1.946, -9.402], [-3.580, 1.227, -7.878], [-2.719, 0.245, -9.070], [-1.364, -1.060, -7.981], [-0.828, -2.658, -6.173], [-0.779, 2.261, -5.299], [0.893, 3.115, 2.989], [-0.504, 3.669, 2.991], [-1.379, 2.646, 1.723], [-2.090, 1.520, 2.402], [-0.237, 2.327, 0.771], [-2.628, 3.693, 0.932], [-3.647, 2.763, 0.405], [1.104, 2.929, 1.997], [0.910, 2.165, 3.428], [1.580, 3.727, 3.415], [-0.455, 4.724, 2.728], [-0.950, 3.540, 3.974], [-2.159, 4.230, 0.110], [-3.022, 4.422, 1.649], [-2.876, 0.775, 0.203], [-4.375, 3.268, -0.083], [-4.085, 2.277, 1.181], [-2.401, -1.455, -1.838], [-2.852, -0.368, -1.339], [-3.686, 0.538, -1.924], [-2.453, -0.054, -0.093], [-2.725, -1.615, -2.785], [-1.044, -2.171, -1.012], [-3.795, 0.487, -2.922], [-3.757, 1.453, -1.507], [0.291, -0.863, -1.336], [-0.054, -2.195, -0.876]], "homo_lumo_gap_ev": 7.9, "total_energy_ha": -3216.69277, "charge": 1}